A molecular structure, C22H26CoN4O2SSiTe, computed with the ωB97M-V functional and the def2-TZVPD basis.

```
58
C22H26CoN4O2SSiTe | the OMol25 dataset | the ωB97M-V functional and the def2-TZVPD basis
Co 0.334 1.176 0.027
C -3.861 3.593 -3.757
C -3.357 3.876 -2.492
C -2.503 2.974 -1.864
C -2.139 1.775 -2.490
C -2.633 1.520 -3.774
C -3.493 2.417 -4.401
Si -1.189 0.452 -1.581
C -2.459 -0.647 -0.746
C -3.219 -0.183 0.335
C -4.160 -1.003 0.949
C -4.357 -2.306 0.496
C -3.618 -2.782 -0.580
C -2.677 -1.957 -1.195
H -4.540 4.287 -4.240
H -3.635 4.799 -1.992
H -2.118 3.202 -0.872
H -2.350 0.603 -4.289
H -3.882 2.194 -5.389
H -0.625 -0.434 -2.645
H -3.056 0.822 0.714
H -4.742 -0.626 1.785
H -5.086 -2.946 0.984
H -3.774 -3.795 -0.940
H -2.100 -2.339 -2.038
O -0.885 2.156 0.870
O 0.276 1.968 1.700
Te 2.343 1.728 -1.468
C 3.828 2.371 -0.202
C 5.118 2.666 -0.589
C 5.923 3.097 0.495
C 5.222 3.132 1.672
S 3.605 2.642 1.478
H 5.469 2.565 -1.612
H 6.964 3.381 0.404
H 5.582 3.424 2.653
C 1.548 -1.690 -0.089
N 1.997 -2.926 0.547
C 0.850 -3.532 1.247
N 0.294 -2.633 2.268
C -0.144 -1.402 1.609
N 0.985 -0.727 0.897
C 2.039 -0.446 1.910
N 2.505 -1.665 2.569
C 3.020 -2.585 1.544
C 1.357 -2.307 3.225
H 0.779 -1.914 -0.828
H 2.392 -1.216 -0.589
H 1.174 -4.459 1.721
H 0.070 -3.763 0.520
H -0.537 -0.703 2.344
H -0.922 -1.636 0.897
H 1.628 0.245 2.640
H 2.882 0.032 1.405
H 3.362 -3.501 2.027
H 3.864 -2.114 1.039
H 0.958 -1.635 3.983
H 1.693 -3.224 3.709
```

## Properties
HOMO level (spin up / spin down) = -8.03 / -8.07 eV
Multiplicity = 4
Energy above the lowest of the compared OMol25 structures with the same formula, charge and spin = 27.05 kcal per mole
Molar mass = 625.162 g mol⁻¹
Electronic energy = -96919.3616 eV

Atom charges from the Mulliken analysis, given in e for atoms 1 to 4: atom 1 (Co): -0.360, atom 2 (C): -0.402, atom 3 (C): -0.689, atom 4 (C): -0.279

A molecular structure, C22H26CuN6Se, computed with the ωB97M-V functional and the def2-TZVPD basis.

```
56
C22H26CuN6Se | the OMol25 dataset | the ωB97M-V functional and the def2-TZVPD basis
Cu -0.806 0.240 0.687
C -1.574 -3.318 -2.425
N -1.848 -1.965 -2.851
C -3.026 -1.813 -3.683
C -1.542 -0.960 -1.948
N -1.349 -1.130 -0.697
N -1.418 0.268 -2.591
C -0.948 1.449 -2.044
N -0.690 2.380 -3.021
N -0.735 1.639 -0.797
H -1.612 -3.964 -3.301
H -2.296 -3.697 -1.686
H -0.562 -3.363 -2.026
H -2.919 -2.440 -4.569
H -3.135 -0.781 -4.004
H -3.942 -2.109 -3.153
H -1.482 -2.095 -0.427
H -0.972 0.099 -3.502
H -1.209 2.316 -3.880
H -0.481 3.312 -2.712
H -0.404 2.578 -0.612
C -4.153 -0.606 4.818
C -4.210 -0.101 3.523
C -3.056 0.224 2.835
C -1.775 0.061 3.403
C -1.739 -0.467 4.712
C -2.902 -0.787 5.393
N -0.671 0.338 2.636
C 0.549 0.643 3.201
C 0.719 1.289 4.443
C 1.976 1.637 4.907
C 3.121 1.369 4.166
C 2.972 0.748 2.931
C 1.721 0.393 2.461
H -5.057 -0.857 5.359
H -5.171 0.046 3.042
H -3.116 0.618 1.825
H -0.783 -0.655 5.181
H -2.824 -1.200 6.393
H -0.152 1.545 5.031
H 2.060 2.140 5.865
H 4.100 1.644 4.536
H 3.844 0.535 2.322
H 1.621 -0.091 1.495
Se 1.032 -1.091 -4.175
C 2.667 -0.213 -3.754
C 3.439 0.431 -4.728
C 4.629 1.067 -4.404
C 5.089 1.083 -3.094
C 4.335 0.450 -2.114
C 3.146 -0.186 -2.439
H 3.090 0.424 -5.753
H 5.202 1.556 -5.185
H 6.017 1.581 -2.840
H 4.671 0.454 -1.083
H 2.562 -0.670 -1.665
```

## Properties
HOMO level = -3.67 eV
Molar mass = 516.998 g mol⁻¹
Total charge = -1
Electronic energy = -142165.4087 eV

Atom charges from the Mulliken analysis, given in e for atoms 1 to 4: atom 1 (Cu): -0.638, atom 2 (C): -1.267, atom 3 (N): 0.533, atom 4 (C): -1.068

A gas-phase ion, C22H26F (charge +1), computed with the ωB97M-V functional and the def2-TZVPD basis.

```
49
C22H26F | the OMol25 dataset | the ωB97M-V functional and the def2-TZVPD basis
C -2.999 1.892 -4.817
C -1.648 1.950 -4.869
C -0.982 1.881 -6.228
C -0.790 2.172 -3.629
C -1.436 1.681 -2.309
C -0.495 1.462 -1.070
C -1.028 0.651 0.080
C -2.467 0.778 0.377
C -0.272 -0.565 0.503
H -3.550 1.978 -3.874
H -3.583 1.792 -5.742
H 0.105 1.779 -6.152
H -1.370 1.031 -6.810
H -1.196 2.781 -6.827
H 0.198 1.710 -3.787
H -0.634 3.263 -3.534
H -2.161 2.452 -2.010
H -2.030 0.767 -2.481
H 0.482 1.083 -1.410
H -0.300 2.469 -0.655
H -2.819 1.678 -0.134
H -3.026 -0.086 -0.008
H -2.701 0.870 1.440
H -0.953 -1.352 0.113
H 0.606 -0.603 -0.173
F 2.210 -0.408 6.377
C 1.630 0.119 5.243
C 1.579 1.508 5.119
C 0.987 2.028 3.963
C 0.549 1.193 2.937
C 0.679 -0.189 3.022
C 0.191 -1.097 1.863
C 1.169 -2.248 1.509
C 0.736 -3.186 0.567
C 1.392 -4.391 0.384
C 2.568 -4.637 1.097
C 3.173 -3.592 1.814
C 2.500 -2.362 1.952
C 1.159 -0.740 4.236
H 1.991 2.160 5.892
H 0.904 3.102 3.824
H 0.086 1.598 2.044
H -0.665 -1.596 2.348
H -0.129 -2.971 -0.046
H 0.949 -5.113 -0.298
H 3.019 -5.624 1.037
H 4.154 -3.735 2.279
H 3.011 -1.512 2.434
H 1.208 -1.819 4.409
```

## Properties
HOMO level = -11.88 eV
Molar mass = 309.448 g mol⁻¹
Total charge = +1
Electronic energy = -25943.7054 eV

Atom charges from the Mulliken analysis, given in e for atoms 1 to 4: atom 1 (C): -1.026, atom 2 (C): 0.797, atom 3 (C): -1.425, atom 4 (C): -0.633

A molecular structure, C22H26F3GeIrN3O3S, computed with the ωB97M-V functional and the def2-TZVPD basis.

```
60
C22H26F3GeIrN3O3S | the OMol25 dataset | the ωB97M-V functional and the def2-TZVPD basis
Ir 0.001 -0.443 -0.565
C 2.955 -1.926 -2.017
C 3.155 -0.488 -1.747
C 4.466 0.013 -1.783
C 4.696 1.348 -1.547
C 3.610 2.185 -1.335
C 2.330 1.642 -1.326
N 2.133 0.318 -1.479
C 1.133 2.480 -1.195
C 1.162 3.873 -1.273
C -0.027 4.581 -1.212
C -1.222 3.893 -1.085
C -1.197 2.501 -1.026
N -0.033 1.833 -1.059
C -2.397 1.660 -1.046
C -3.688 2.173 -1.111
C -4.745 1.295 -1.314
C -4.481 -0.046 -1.480
C -3.164 -0.512 -1.366
C -2.865 -1.947 -1.556
N -2.173 0.335 -1.111
H 3.816 -2.357 -2.520
H 2.061 -2.090 -2.610
H 2.822 -2.451 -1.070
H 5.273 -0.665 -2.003
H 5.702 1.735 -1.544
H 3.764 3.240 -1.199
H 2.091 4.395 -1.424
H -0.022 5.658 -1.296
H -2.156 4.429 -1.068
H -3.874 3.231 -1.036
H -5.756 1.665 -1.378
H -5.270 -0.746 -1.702
H -3.688 -2.457 -2.045
H -2.683 -2.419 -0.590
H -1.962 -2.070 -2.151
C -0.301 1.816 3.420
Ge -0.065 -0.189 3.191
C 1.151 -0.715 4.722
C -1.652 -1.392 3.336
C 0.910 -0.210 1.447
H -0.609 2.010 4.442
H -1.058 2.176 2.729
H 0.640 2.325 3.230
H 0.659 -0.527 5.671
H 2.061 -0.125 4.654
H 1.366 -1.775 4.619
H -1.765 -1.744 4.358
H -1.505 -2.236 2.670
H -2.541 -0.845 3.033
H 1.446 -1.162 1.481
H 1.606 0.629 1.438
F 0.664 -5.333 -1.450
C -0.213 -4.873 -0.581
F -0.211 -5.613 0.510
F -1.423 -4.887 -1.123
S 0.222 -3.105 -0.158
O 1.514 -3.085 0.458
O -0.845 -2.549 0.664
O 0.180 -2.454 -1.486
```

## Properties
HOMO level (spin up / spin down) = -14.90 / -14.92 eV
Multiplicity = 2
Energy above the lowest of the compared OMol25 structures with the same formula, charge and spin = 79.53 kcal per mole
Molar mass = 734.356 g mol⁻¹
Total charge = +2
Electronic energy = -112173.0920 eV

Atom charges from the Mulliken analysis, given in e for atoms 1 to 4: atom 1 (Ir): 1.792, atom 2 (C): -1.318, atom 3 (C): 0.919, atom 4 (C): -0.801

A molecular structure, C22H26F5MgN2OSSi2, computed with the ωB97M-V functional and the def2-TZVPD basis.

```
60
C22H26F5MgN2OSSi2 | the OMol25 dataset | the ωB97M-V functional and the def2-TZVPD basis
Mg 0.069 -0.069 -0.976
O 1.028 -0.817 -2.524
C 0.741 -1.605 -3.497
C 1.732 -1.889 -4.477
C 1.503 -2.727 -5.539
C 0.257 -3.346 -5.697
C -0.725 -3.090 -4.768
C -0.525 -2.239 -3.673
C -1.621 -1.993 -2.743
N -1.624 -1.213 -1.672
C -2.889 -1.254 -1.131
C -3.670 -2.079 -1.869
N -2.859 -2.542 -2.883
H 2.689 -1.402 -4.341
H 2.292 -2.907 -6.259
H 0.065 -4.007 -6.532
H -1.686 -3.575 -4.909
H -3.144 -0.679 -0.258
H -4.699 -2.372 -1.775
H -3.137 -3.165 -3.616
F -0.473 6.045 2.913
C -0.566 5.163 1.908
C -1.662 4.328 1.807
F -2.638 4.411 2.721
C -1.747 3.427 0.762
F -2.840 2.658 0.706
C -0.751 3.303 -0.211
S -0.882 2.171 -1.523
C 0.333 4.169 -0.074
F 1.352 4.107 -0.939
C 0.431 5.082 0.957
F 1.504 5.879 1.065
C 3.104 1.379 0.195
Si 2.093 0.588 1.576
C 1.140 1.915 2.523
C 3.383 -0.031 2.822
C 0.945 -0.687 0.935
Si -0.357 -1.286 2.072
C 0.215 -1.664 3.841
C -1.745 -0.013 2.278
C -1.098 -2.913 1.461
H 3.755 2.173 0.575
H 2.467 1.812 -0.581
H 3.738 0.621 -0.272
H 1.748 2.810 2.685
H 0.860 1.529 3.508
H 0.224 2.204 2.011
H 4.059 0.785 3.100
H 3.991 -0.840 2.408
H 2.909 -0.404 3.732
H 1.529 -1.534 0.542
H 0.558 -0.759 4.350
H 1.042 -2.379 3.841
H -0.602 -2.090 4.434
H -1.501 0.686 3.083
H -2.698 -0.485 2.534
H -1.895 0.584 1.374
H -0.349 -3.707 1.541
H -1.412 -2.857 0.417
H -1.963 -3.208 2.063
```

## Properties
HOMO level = -4.88 eV
Energy above the lowest of the compared OMol25 structures with the same formula, charge and spin = 5.40 kcal per mole
Molar mass = 541.997 g mol⁻¹
Total charge = -1
Electronic energy = -73893.7285 eV

Atom charges from the Mulliken analysis, given in e for atoms 1 to 4: atom 1 (Mg): 1.029, atom 2 (O): -0.472, atom 3 (C): 0.218, atom 4 (C): -0.632

A single C22H26N2O4 molecule, computed with the ωB97M-V functional and the def2-TZVPD basis.

```
54
C22H26N2O4 | the OMol25 dataset | the ωB97M-V functional and the def2-TZVPD basis
C -4.085 -2.908 1.420
H -3.571 -3.784 1.811
H -4.571 -2.377 2.244
H -4.840 -3.226 0.694
O -3.085 -2.122 0.817
C -3.427 -0.895 0.318
C -4.733 -0.425 0.240
C -4.975 0.827 -0.294
C -3.946 1.624 -0.756
C -2.630 1.171 -0.674
C -2.370 -0.095 -0.131
C -0.948 -0.546 0.011
O -0.109 0.091 0.609
N -0.711 -1.752 -0.571
C 0.506 -2.442 -0.577
C 0.478 -3.826 -0.427
C 1.647 -4.562 -0.449
C 2.861 -3.920 -0.627
C 2.893 -2.547 -0.784
C 1.728 -1.787 -0.750
C 1.796 -0.340 -1.150
O 1.252 0.017 -2.183
N 2.594 0.466 -0.419
C 3.119 0.071 0.872
H 2.429 -0.661 1.299
C 3.289 1.215 1.873
H 4.133 1.848 1.589
C 2.038 2.076 2.049
C 1.982 3.240 1.065
C 1.729 2.787 -0.368
H 0.766 2.279 -0.421
C 2.788 1.818 -0.898
H 3.795 2.149 -0.634
H 2.705 1.770 -1.987
H 1.699 3.663 -1.020
H 1.176 3.916 1.362
H 2.919 3.805 1.113
H 1.152 1.455 1.917
H 2.027 2.479 3.065
H 3.548 0.748 2.827
H 4.098 -0.414 0.743
H 3.835 -2.051 -0.967
H 3.778 -4.489 -0.659
H 1.610 -5.635 -0.335
H -0.474 -4.320 -0.298
H -1.517 -2.289 -0.854
O -1.556 1.861 -1.109
C -1.755 3.082 -1.781
H -2.167 3.846 -1.113
H -2.411 2.960 -2.648
H -0.767 3.390 -2.119
H -4.172 2.593 -1.168
H -5.991 1.187 -0.353
H -5.561 -1.021 0.587
```

## Properties
SMILES = COc1cccc(OC)c1C(=O)Nc1ccccc1C(=O)N1CCCCCC1
HOMO level = -8.37 eV
Energy above the lowest of the compared OMol25 structures with the same formula, charge and spin = 47.58 kcal per mole
Molar mass = 382.460 g mol⁻¹
Electronic energy = -34406.7065 eV

Atom charges from the Mulliken analysis, given in e for atoms 1 to 4: atom 1 (C): -1.004, atom 2 (H): 0.255, atom 3 (H): 0.389, atom 4 (H): 0.382

A single C22H26N2O5 molecule, computed with the ωB97M-V functional and the def2-TZVPD basis.

```
55
C22H26N2O5 | the OMol25 dataset | the ωB97M-V functional and the def2-TZVPD basis
C 2.372 2.731 -4.191
H 3.448 2.882 -4.135
H 2.168 1.952 -4.922
H 1.916 3.652 -4.543
C 1.788 2.371 -2.820
N 2.410 1.250 -2.133
C 2.398 0.003 -2.868
H 2.916 0.058 -3.840
H 2.919 -0.744 -2.262
C 0.967 -0.494 -3.118
N 0.133 -0.351 -1.953
C -1.044 0.310 -1.968
O -1.546 0.834 -2.939
C -1.605 0.262 -0.548
O -2.654 0.757 -0.197
C -0.610 -0.444 0.241
C -0.573 -0.629 1.584
C -1.668 -0.306 2.499
C -2.984 -0.649 2.206
C -4.006 -0.352 3.086
C -3.732 0.307 4.283
C -2.409 0.637 4.589
C -1.394 0.327 3.715
H -0.381 0.622 3.958
H -2.209 1.147 5.518
O -4.657 0.659 5.208
C -6.017 0.411 4.935
H -6.565 0.815 5.785
H -6.340 0.918 4.021
H -6.220 -0.661 4.851
H -5.014 -0.633 2.826
H -3.208 -1.167 1.289
O 0.565 -1.128 2.123
H 0.459 -1.227 3.080
C 0.538 -0.845 -0.655
C 0.749 -2.327 -0.666
C 1.865 -3.082 -0.449
C 1.464 -4.432 -0.601
C 0.139 -4.393 -0.901
O -0.303 -3.126 -0.941
H -0.575 -5.168 -1.102
H 2.080 -5.302 -0.502
H 2.843 -2.723 -0.202
H 1.474 -0.365 -0.342
H 0.479 0.078 -3.911
H 1.010 -1.547 -3.423
C 3.687 1.577 -1.519
C 3.482 2.191 -0.135
H 4.445 2.389 0.331
H 2.932 3.125 -0.201
H 2.919 1.509 0.497
H 4.281 2.266 -2.138
H 4.270 0.659 -1.408
H 1.875 3.236 -2.159
H 0.724 2.158 -2.933
```

## Properties
SMILES = CCN(CC)CCN1C(=O)C(=O)/C(=C(/O)c2ccc(OC)cc2)[C@H]1c1ccco1
HOMO level = -8.34 eV
Energy above the lowest of the compared OMol25 structures with the same formula, charge and spin = 84.30 kcal per mole
Molar mass = 398.459 g mol⁻¹
Electronic energy = -36452.5297 eV

Atom charges from the Mulliken analysis, given in e for atoms 1 to 4: atom 1 (C): -1.264, atom 2 (H): 0.271, atom 3 (H): 0.285, atom 4 (H): 0.441

A molecular structure, C22H26N2ReTe, computed with the ωB97M-V functional and the def2-TZVPD basis.

```
52
C22H26N2ReTe | the OMol25 dataset | the ωB97M-V functional and the def2-TZVPD basis
Re -0.492 0.442 0.231
C 0.399 -0.337 4.425
C 0.122 0.876 5.028
C -0.210 1.970 4.239
C -0.254 1.823 2.871
N 0.021 0.633 2.279
C 0.343 -0.421 3.050
C -0.643 2.908 1.930
C -0.599 4.244 2.257
C -0.954 5.188 1.302
C -1.344 4.765 0.044
C -1.368 3.411 -0.220
N -1.020 2.488 0.696
H 0.659 -1.213 5.003
H 0.154 0.972 6.106
H -0.454 2.918 4.697
H 0.564 -1.342 2.529
H -0.272 4.559 3.238
H -0.917 6.243 1.539
H -1.631 5.467 -0.726
H -1.680 3.025 -1.181
C 2.040 0.720 -1.925
C 2.146 -0.573 -1.151
C 3.573 -0.913 -0.753
C 1.059 -0.880 -0.258
C 1.370 -1.811 -1.860
C 0.638 -1.589 -3.040
C 0.236 -2.641 -3.829
C 0.542 -3.950 -3.447
C 1.263 -4.194 -2.291
C 1.690 -3.127 -1.515
H 2.399 1.527 -1.281
H 1.018 0.962 -2.218
H 2.661 0.710 -2.821
H 3.956 -0.115 -0.112
H 4.217 -0.973 -1.631
H 3.651 -1.844 -0.197
H 1.357 -1.621 0.484
H 0.420 -0.584 -3.370
H -0.297 -2.453 -4.751
H 0.222 -4.778 -4.067
H 1.513 -5.205 -2.002
H 2.267 -3.325 -0.621
C -4.097 -0.093 -0.515
Te -2.294 -0.541 -1.531
C -2.213 -2.576 -0.955
H -4.009 -0.431 0.513
H -4.911 -0.601 -1.025
H -4.246 0.983 -0.553
H -3.037 -3.088 -1.445
H -2.301 -2.640 0.126
H -1.258 -2.978 -1.292
```

## Properties
HOMO level (spin up / spin down) = -14.00 / -13.52 eV
Multiplicity = 4
Energy above the lowest of the compared OMol25 structures with the same formula, charge and spin = 10.00 kcal per mole
Molar mass = 632.271 g mol⁻¹
Total charge = +2
Electronic energy = -35622.5019 eV

Atom charges from the Mulliken analysis, given in e for atoms 1 to 4: atom 1 (Re): 0.335, atom 2 (C): -0.862, atom 3 (C): -0.428, atom 4 (C): -0.828